The following is a quantum chemistry calculation of a single C11H10Br2N4O3 molecule at a distorted geometry, from OMol25.

Each line ends with the natural charge from an NBO analysis.
Cartesian coordinates (Å):
1 C -1.3636 -4.2033 2.0161  -0.41
2 N -0.7622 -4.1298 0.6839  -0.35
3 C -0.3355 -2.9809 -0.0390  0.04
4 C -0.2054 -1.6008 0.6216  0.65
5 O -0.3521 -1.4229 1.8190  -0.61
6 N 0.3560 -0.5713 -0.1574  -0.45
7 N 0.5568 0.7643 0.4603  -0.46
8 C 0.4150 1.9694 -0.0998  0.77
9 O 0.0704 1.9228 -1.2092  -0.63
10 N 0.5157 3.1053 0.6578  -0.62
11 C 0.6413 4.3543 0.0244  0.44
12 C 0.1234 4.7930 -1.1125  -0.34
13 C 0.4980 6.1653 -1.3573  -0.28
14 C 1.1038 6.5920 -0.2511  0.06
15 O 1.1464 5.4577 0.6310  -0.44
16 C 0.0288 -3.3902 -1.2490  -0.24
17 C -0.1639 -4.8123 -1.4156  -0.21
18 Br 0.3844 -5.9469 -2.8675  0.09
19 C -0.5703 -5.2312 -0.1721  0.13
20 Br -1.0285 -7.0594 0.4819  0.06
21 H -1.9798 -5.0723 2.1874  0.23
22 H -2.1199 -3.3612 2.1202  0.23
23 H -0.6196 -4.1691 2.7924  0.22
24 H 0.1837 -0.4957 -1.2213  0.44
25 H 0.3770 0.7689 1.4253  0.39
26 H 1.0332 2.9379 1.4755  0.40
27 H -0.2178 4.1743 -1.8947  0.24
28 H 0.3303 6.6786 -2.2883  0.23
29 H 1.5182 7.5899 -0.1067  0.22
30 H 0.4364 -2.8261 -1.9553  0.22

Output
LUMO ... 0.330 eV
SMILES ... Cn1c(C(=O)NNC(=O)Nc2ccco2)cc(Br)c1Br
HOMO-LUMO gap ... 8.791 eV
Net charge ... 0
Max |F| ... 0.1274 Eh/bohr
2S+1 ... 1